[1]
Computed, not measured: an isolated molecule of C12H15BrSi, with ωB97M-V with the def2-TZVPD basis set.

For the energy above the lowest of the compared OMol25 structures with the same formula, charge and spin, the calculation gives 4.200 eV. The calculation puts the HOMO-LUMO gap (alpha / beta) at 6.4 / 6.7 eV. The value obtained for the HOMO energy (alpha / beta) is -7.42 / -7.81 eV.

Each line ends with the natural charge from an NBO analysis.
Geometry (Å):
C: 1.275 2.210 -1.262  -0.06
C: -0.022 1.788 -1.667  -0.33
C: 1.985 0.358 0.289  0.00
C: 2.048 1.643 -0.285  -0.16
C: -1.881 0.538 -0.337  -0.53
C: -0.917 1.137 -0.942  0.13
C: 2.897 0.321 1.382  -0.33
C: 3.751 1.367 1.301  -0.06
C: 3.342 2.284 0.197  -0.50
C: -2.750 -1.616 1.707  -1.10
C: -0.126 -1.937 -0.004  -1.14
C: -3.001 -2.105 -1.386  -1.09
Si: -1.931 -1.357 0.005  1.60
Br: -3.301 1.599 0.473  0.04
H: 1.669 3.074 -1.786  0.21
H: -0.319 2.053 -2.678  0.24
H: 2.973 -0.505 2.070  0.22
H: 4.651 1.524 1.874  0.21
H: 4.065 2.266 -0.622  0.24
H: 3.240 3.322 0.528  0.23
H: -2.254 -2.411 2.258  0.24
H: -2.707 -0.718 2.318  0.25
H: -3.798 -1.889 1.605  0.24
H: 0.575 -1.100 0.171  0.29
H: 0.052 -2.685 0.762  0.23
H: 0.151 -2.374 -0.958  0.24
H: -3.975 -1.624 -1.442  0.24
H: -2.524 -1.997 -2.356  0.24
H: -3.168 -3.165 -1.215  0.24


[2]
Computed, not measured: a 2-piece molecular cluster, C3H3NO2S overall, with ωB97M-V with the def2-TZVPD basis set.

For the energy above the lowest of the compared OMol25 structures with the same formula, charge and spin, the calculation gives 3.379 eV. The calculation puts the HOMO-LUMO gap (alpha / beta) at 9.6 / 7.5 eV. The value obtained for the HOMO energy (alpha / beta) is -8.76 / -10.44 eV. The expectation value of S² is 2.009. As for the spin multiplicity: 3.

Each line ends with the Mulliken spin population.
Geometry (Å):
C: -0.352 2.548 0.641  0.00
C: 1.584 -2.397 -0.034  0.01
C: -0.229 1.350 0.713  0.01
N: 2.443 -0.264 0.557  0.61
O: 2.566 -1.550 -0.223  0.09
O: 0.706 -2.209 0.746  0.02
S: 2.663 0.915 -0.388  1.25
H: -0.652 3.557 0.514  0.00
H: 1.779 -3.312 -0.609  0.01
H: -0.243 0.276 0.636  0.00


[3]
Computed, not measured: an isolated molecule of C21H30F2N4O3, with ωB97M-V with the def2-TZVPD basis set.

For the energy above the lowest of the compared OMol25 structures with the same formula, charge and spin, the calculation gives 0.251 eV. The calculation puts the HOMO-LUMO gap at 9.1 eV. The value obtained for the HOMO energy is -8.52 eV. The SMILES is CN(CCCN1CCOCC1)C(=O)C[C@@H]1C(=O)NCCN1Cc1ccc(F)c(F)c1.

Each line ends with the natural charge from an NBO analysis.
Geometry (Å):
C: -1.047 -3.070 -0.471  -0.44
N: -0.588 -2.132 -1.474  -0.44
C: 0.611 -2.462 -2.233  -0.22
C: 1.825 -1.604 -1.851  -0.42
C: 2.644 -2.076 -0.638  -0.22
N: 2.556 -1.144 0.475  -0.44
C: 1.343 -1.329 1.249  -0.26
C: 1.256 -0.271 2.345  -0.07
O: 2.379 -0.309 3.193  -0.53
C: 3.562 -0.141 2.445  -0.07
C: 3.703 -1.211 1.363  -0.25
C: -1.292 -1.063 -1.900  0.69
O: -0.932 -0.399 -2.862  -0.66
C: -2.528 -0.667 -1.112  -0.52
C: -2.142 0.281 0.071  -0.14
C: -2.843 -0.242 1.320  0.69
O: -2.522 -1.304 1.823  -0.65
N: -3.870 0.479 1.798  -0.60
C: -4.269 1.791 1.346  -0.21
C: -3.816 1.991 -0.097  -0.22
N: -2.405 1.685 -0.144  -0.45
C: -1.654 2.264 -1.248  -0.27
C: -0.193 2.368 -0.892  0.06
C: 0.188 2.898 0.335  -0.23
C: 1.524 3.020 0.670  -0.27
C: 2.493 2.611 -0.231  0.32
F: 3.794 2.735 0.092  -0.31
C: 2.120 2.077 -1.456  0.34
F: 3.059 1.679 -2.331  -0.31
C: 0.782 1.955 -1.788  -0.30
H: -0.199 -3.658 -0.127  0.21
H: -1.791 -3.755 -0.892  0.19
H: -1.476 -2.565 0.394  0.25
H: 0.829 -3.523 -2.105  0.19
H: 0.386 -2.274 -3.287  0.23
H: 2.480 -1.562 -2.720  0.22
H: 1.482 -0.588 -1.659  0.23
H: 2.340 -3.093 -0.334  0.16
H: 3.696 -2.128 -0.926  0.20
H: 0.487 -1.226 0.585  0.21
H: 1.313 -2.330 1.716  0.17
H: 0.383 -0.452 2.975  0.20
H: 1.173 0.724 1.880  0.17
H: 4.386 -0.205 3.158  0.19
H: 3.567 0.850 1.970  0.17
H: 4.610 -1.019 0.786  0.20
H: 3.788 -2.202 1.845  0.16
H: -3.059 -1.540 -0.736  0.24
H: -3.188 -0.131 -1.796  0.23
H: -1.066 0.185 0.257  0.24
H: -4.292 0.126 2.646  0.41
H: -3.807 2.559 1.979  0.19
H: -5.356 1.879 1.426  0.20
H: -4.422 1.358 -0.766  0.17
H: -3.971 3.032 -0.383  0.22
H: -2.042 3.273 -1.415  0.21
H: -1.759 1.698 -2.182  0.22
H: -0.573 3.207 1.034  0.22
H: 1.832 3.432 1.618  0.23
H: 0.510 1.521 -2.738  0.26


[4]
Computed, not measured: an isolated ion of composition C5H9N2O5S and charge -1, with ωB97M-V with the def2-TZVPD basis set.

For the energy above the lowest of the compared OMol25 structures with the same formula, charge and spin, the calculation gives 3.108 eV. The calculation puts the HOMO-LUMO gap (alpha / beta) at 7.6 / 7.6 eV. The value obtained for the HOMO energy (alpha / beta) is -4.72 / -4.72 eV. As for the charge: -1.

Each line ends with the natural charge from an NBO analysis.
Geometry (Å):
C: -0.076 1.442 -0.523  0.74
C: -0.534 -0.672 0.412  0.59
C: 0.709 -1.005 1.170  -0.69
C: -1.371 -1.806 -0.083  -0.74
C: -2.428 0.809 0.149  -0.43
N: -0.976 0.607 0.351  -0.48
N: 0.602 0.509 -1.180  -0.35
O: 3.355 -0.493 -0.577  -1.03
O: -0.407 2.600 -0.745  -0.66
O: 3.968 1.769 -1.045  -1.00
O: 2.307 1.327 0.676  -1.03
O: 1.749 0.938 -1.768  -0.56
S: 2.952 0.880 -0.601  2.54
H: 1.084 -1.827 0.732  0.22
H: 0.478 -1.123 2.188  0.21
H: 1.333 -0.228 1.116  0.30
H: -1.646 -1.566 -1.142  0.26
H: -2.282 -1.993 0.575  0.23
H: -0.681 -2.701 -0.042  0.24
H: -2.807 1.263 1.068  0.20
H: -2.441 1.496 -0.745  0.24
H: -2.886 -0.224 0.013  0.19


[5]
Computed, not measured: an isolated molecule of C3H4O2, with ωB97M-V with the def2-TZVPD basis set.

For the energy above the lowest of the compared OMol25 structures with the same formula, charge and spin, the calculation gives 1.792 eV. The calculation puts the HOMO-LUMO gap at 11.0 eV. The value obtained for the HOMO energy is -10.26 eV. The SMILES is O=C[C@H]1CO1.

Each line ends with the natural charge from an NBO analysis.
Geometry (Å):
O: 2.273 0.669 0.321  -0.50
C: 1.357 -0.119 0.307  0.41
C: -0.055 0.386 0.304  -0.06
C: -1.116 -0.185 -0.542  -0.09
O: -1.095 -0.407 0.852  -0.46
H: 1.545 -1.213 0.281  0.12
H: -0.093 1.448 0.544  0.20
H: -1.885 0.491 -0.917  0.19
H: -0.932 -1.070 -1.150  0.19


[6]
Computed, not measured: a 2-piece molecular cluster, C16H7F6N4O8S2 overall, with ωB97M-V with the def2-TZVPD basis set.

The calculation puts the HOMO-LUMO gap at 4.1 eV. The value obtained for the HOMO energy is -4.28 eV. As for the charge: -1.

Each line ends with the natural charge from an NBO analysis.
Geometry (Å):
F: 4.069 -0.245 2.187  -0.31
C: 2.978 -1.036 2.201  0.73
F: 3.120 -1.982 1.240  -0.32
F: 2.866 -1.633 3.402  -0.32
S: 1.432 -0.025 1.856  2.09
C: 0.214 -1.211 1.569  -0.82
C: -1.130 -1.023 1.937  0.03
C: -1.957 -2.173 2.079  -0.26
C: -3.316 -2.050 2.254  -0.16
C: -3.912 -0.784 2.321  -0.24
C: -5.334 -0.665 2.434  0.30
N: -6.499 -0.587 2.501  -0.40
C: -3.102 0.364 2.310  -0.15
C: -1.734 0.260 2.147  -0.29
O: 1.130 0.859 2.959  -0.92
O: 1.868 0.523 0.586  -1.03
H: 0.616 -2.191 1.299  0.24
H: -1.459 -3.142 2.035  0.20
H: -3.932 -2.941 2.345  0.21
H: -3.565 1.346 2.443  0.21
H: -1.114 1.159 2.164  0.23
O: -0.471 -0.838 -4.587  -0.90
S: -1.017 -0.108 -3.474  2.08
O: -2.077 0.861 -3.618  -0.89
C: -1.675 -1.400 -2.264  0.75
F: -2.623 -2.138 -2.857  -0.30
F: -0.679 -2.205 -1.832  -0.30
F: -2.223 -0.777 -1.188  -0.30
C: 0.328 0.674 -2.570  -0.39
C: 0.031 1.509 -1.468  -0.05
C: 1.088 2.313 -1.061  0.06
N: 1.098 3.301 -0.094  0.41
O: 0.247 3.940 0.492  -0.35
O: 2.494 3.500 0.212  -0.13
N: 3.280 2.764 -0.590  -0.05
C: 2.444 2.068 -1.401  0.12
C: 2.744 0.987 -2.298  0.02
N: 4.059 0.478 -2.549  0.50
O: 5.054 1.018 -2.030  -0.34
O: 4.153 -0.503 -3.327  -0.40
C: 1.646 0.397 -2.962  -0.10
H: -0.960 1.677 -1.056  0.27
H: 1.822 -0.343 -3.746  0.28


[7]
Computed, not measured: an isolated molecule of C4H5N3S, with ωB97M-V with the def2-TZVPD basis set.

For the energy above the lowest of the compared OMol25 structures with the same formula, charge and spin, the calculation gives 1.909 eV. The calculation puts the HOMO-LUMO gap at 9.5 eV. The value obtained for the HOMO energy is -9.87 eV. The SMILES is [H]/N=C(/C=C\C#N)NS.

Each line ends with the natural charge from an NBO analysis.
Geometry (Å):
H: 1.735 0.713 1.214  0.35
N: 0.770 0.853 0.923  -0.63
C: 0.516 0.148 -0.096  0.38
C: -0.823 0.166 -0.733  -0.18
C: -1.964 0.650 -0.217  -0.26
C: -2.127 0.986 1.158  0.25
N: -2.406 1.266 2.251  -0.28
N: 1.424 -0.739 -0.765  -0.79
S: 2.944 -1.200 -0.192  0.21
H: -0.892 -0.159 -1.766  0.21
H: -2.894 0.685 -0.796  0.25
H: 1.113 -1.168 -1.609  0.40
H: 2.602 -2.200 0.627  0.10


[8]
Computed, not measured: an isolated molecule of C14H14S2, with ωB97M-V with the def2-TZVPD basis set.

For the energy above the lowest of the compared OMol25 structures with the same formula, charge and spin, the calculation gives 1.507 eV. The calculation puts the HOMO-LUMO gap at 9.2 eV. The value obtained for the HOMO energy is -8.60 eV. The SMILES is c1ccc(SCCSc2ccccc2)cc1.

Each line ends with the natural charge from an NBO analysis.
Geometry (Å):
C: -0.369 3.421 3.837  -0.20
C: 0.391 3.587 2.670  -0.24
C: 0.036 2.999 1.467  -0.22
C: -1.231 2.239 1.415  -0.19
S: -1.795 1.177 0.059  0.23
C: -0.807 -0.283 0.274  -0.56
C: 0.741 -0.184 0.422  -0.62
S: 1.653 -0.113 -0.993  0.30
C: 1.017 -1.460 -2.030  -0.24
C: 1.536 -2.744 -1.879  -0.19
C: 1.696 -3.829 -2.814  -0.21
C: 0.578 -3.670 -3.738  -0.18
C: -0.144 -2.484 -3.949  -0.28
C: 0.156 -1.302 -3.190  -0.18
C: -1.907 2.037 2.621  -0.21
C: -1.420 2.624 3.857  -0.22
H: 0.061 3.972 4.804  0.22
H: 1.026 4.436 2.707  0.22
H: 0.457 3.168 0.428  0.24
H: -1.084 -0.999 -0.498  0.24
H: -1.334 -0.823 1.117  0.22
H: 0.953 -1.049 0.900  0.21
H: 0.884 0.650 1.208  0.27
H: 2.193 -2.995 -0.977  0.21
H: 2.366 -4.660 -2.778  0.23
H: 0.238 -4.600 -4.320  0.21
H: -0.866 -2.706 -4.751  0.24
H: -0.196 -0.233 -3.408  0.24
H: -2.845 1.417 2.614  0.23
H: -1.982 2.408 4.927  0.22


Max |F|, record by record: 1.2, 2.6, 0.6, 3.9, 0.5, 2.8, 2.0, 6.5 eV Å⁻¹